Record 1
{
  "formula": "C10H12Cl3O3PtS3Sb",
  "method": "ωB97M-V with the def2-TZVPD basis set",
  "max_force_ev_per_a": 0.483,
  "charge": 1,
  "spin_multiplicity": 6,
  "homo_lumo_gap_ev": [7.82, 6.09],
  "e_above_lowest_kj_mol": 44.48,
  "symbols": ["Pt", "Cl", "C", "C", "C", "Cl", "C", "O", "C", "Cl", "C", "H", "H", "S", "Sb", "S", "S", "C", "O", "C", "C", "O", "C", "H", "H", "H", "H", "H", "H", "H", "H", "H", "H"],
  "positions_angstrom": [[-0.8456, 1.1232, -0.5106], [0.6566, -6.0756, -2.1533], [0.6946, -4.4011, -1.8473], [-0.3102, -3.8424, -1.0327], [-0.2797, -2.5102, -0.7837], [-1.4581, -1.7788, 0.2217], [0.7571, -1.6417, -1.3321], [0.8234, -0.4145, -1.1333], [1.7589, -2.2934, -2.1653], [2.9781, -1.3144, -2.8420], [1.7212, -3.6327, -2.4098], [-1.0851, -4.4718, -0.6166], [2.4709, -4.1001, -3.0331], [-2.4224, -0.5396, -3.5160], [-2.7889, 1.7543, -3.1130], [-3.0882, 1.5168, -0.7329], [-0.4077, 2.1039, -2.6066], [1.3577, 3.2835, 0.3681], [1.1402, 1.8684, 0.4609], [1.2957, 1.3551, 1.7895], [0.0680, 1.5980, 2.6147], [-1.0189, 0.9572, 1.9656], [-2.2569, 1.1219, 2.6569], [2.3048, 3.5362, 0.8445], [0.5446, 3.8386, 0.8378], [1.4070, 3.5364, -0.6862], [2.1633, 1.8188, 2.2601], [1.4766, 0.2865, 1.6859], [-0.1407, 2.6677, 2.7230], [0.2128, 1.1732, 3.6126], [-2.2122, 0.6248, 3.6271], [-3.0373, 0.6690, 2.0503], [-2.4797, 2.1827, 2.7959]]
}

=====

Record 2
{
  "formula": "C5H16N2O",
  "method": "ωB97M-V with the def2-TZVPD basis set",
  "max_force_ev_per_a": 1.202,
  "charge": 0,
  "homo_lumo_gap_ev": 7.56,
  "e_above_lowest_kj_mol": 346.44,
  "symbols": ["C", "C", "N", "N", "O", "H", "H", "H", "H", "H", "H", "H", "H", "C", "C", "C", "H", "H", "H", "H", "H", "H", "H", "H"],
  "positions_angstrom": [[-1.6920, -0.7022, -0.9645], [-0.9136, 0.3580, 1.2733], [-2.7152, -1.3548, -0.3519], [-1.9747, 0.4556, -1.6366], [-0.6137, -1.3498, -1.2366], [0.2913, -0.8470, -0.7740], [-3.4570, -0.7989, 0.0478], [-2.6621, 1.0697, -1.2272], [-2.4229, -2.1489, 0.1950], [-1.1568, 0.9384, -1.9761], [-1.1696, -0.5436, 1.8376], [-0.3106, 0.9905, 1.9323], [-1.8347, 0.9150, 1.0746], [1.5205, -0.1475, -0.1720], [2.2687, -0.5071, 1.1111], [1.7844, 1.2861, -0.6320], [1.9109, -0.8144, -0.9561], [0.2276, 0.0176, 0.3741], [1.9502, 0.1363, 1.9341], [1.3729, 1.9998, 0.0869], [2.0703, -1.5401, 1.4051], [3.3515, -0.3924, 0.9974], [1.3211, 1.4845, -1.6036], [2.8535, 1.4954, -0.7387]]
}

=====

Record 3
{
  "formula": "C5H9N2S",
  "method": "ωB97M-V with the def2-TZVPD basis set",
  "max_force_ev_per_a": 6.214,
  "charge": 1,
  "homo_lumo_gap_ev": 8.33,
  "e_above_lowest_kj_mol": 420.76,
  "symbols": ["C", "C", "C", "C", "C", "N", "N", "S", "H", "H", "H", "H", "H", "H", "H", "H", "H"],
  "positions_angstrom": [[1.8178, -0.0711, 0.0708], [-1.2349, 0.7655, -1.1214], [-0.8474, 1.0590, 0.3238], [-0.8954, -0.4067, -0.0965], [-2.0097, -1.3102, 0.5175], [1.4772, 1.1806, 0.3370], [3.0928, -0.3658, -0.0846], [0.6699, -1.2560, -0.3919], [-2.3631, 0.9091, -1.2756], [-0.5406, 1.1407, -1.8933], [-1.2745, 1.6577, 1.0969], [-2.1439, -2.2298, -0.0822], [-2.8708, -0.5791, 0.8596], [-1.7106, -1.8807, 1.4394], [1.6630, 2.0748, 0.6876], [3.6095, 0.5465, -0.1422], [3.5606, -1.2345, -0.2449]]
}

=====

Record 4
{
  "formula": "C5H11NO",
  "method": "ωB97M-V with the def2-TZVPD basis set",
  "max_force_ev_per_a": 4.134,
  "charge": 0,
  "homo_lumo_gap_ev": 9.30,
  "e_above_lowest_kj_mol": 409.76,
  "smiles": "C/C=[N+](\\[O-])C(C)C",
  "symbols": ["C", "C", "N", "O", "C", "C", "C", "H", "H", "H", "H", "H", "H", "H", "H", "H", "H", "H"],
  "positions_angstrom": [[-1.6618, -1.2066, 1.8774], [-0.4841, -0.6182, 1.2713], [-0.3470, -0.6646, 0.0006], [-1.0317, -1.2882, -0.7905], [1.0638, 0.2309, -0.5818], [0.7907, 1.7454, -0.2465], [1.0410, -0.1915, -2.0323], [-2.4756, -0.4393, 2.0408], [-1.4795, -1.6696, 2.8191], [-2.0635, -1.9736, 1.2045], [0.0631, 0.2068, 1.7989], [1.8337, -0.0533, 0.1933], [-0.2214, 2.2256, -0.6545], [0.6076, 2.0921, 0.7699], [1.5380, 2.3813, -0.6846], [0.6470, -1.2005, -2.0512], [1.9694, -0.1042, -2.5109], [0.2103, 0.5274, -2.4233]]
}

=====

Record 5
{
  "formula": "C36H53AsBrMnN6O3P",
  "method": "ωB97M-V with the def2-TZVPD basis set",
  "max_force_ev_per_a": 1.849,
  "charge": 0,
  "spin_multiplicity": 2,
  "homo_lumo_gap_ev": [6.80, 6.31],
  "e_above_lowest_kj_mol": 99.56,
  "symbols": ["Mn", "Br", "C", "C", "C", "C", "C", "N", "C", "O", "O", "H", "H", "H", "O", "C", "C", "C", "C", "C", "C", "N", "H", "H", "H", "H", "H", "H", "H", "C", "As", "C", "C", "C", "C", "C", "C", "C", "C", "H", "H", "H", "H", "H", "H", "H", "H", "H", "H", "H", "H", "H", "N", "P", "N", "C", "C", "C", "C", "C", "N", "C", "C", "C", "C", "C", "N", "C", "C", "C", "C", "C", "H", "H", "H", "H", "H", "H", "H", "H", "H", "H", "H", "H", "H", "H", "H", "H", "H", "H", "H", "H", "H", "H", "H", "H", "H", "H", "H", "H", "H", "H"],
  "positions_angstrom": [[0.9766, 1.4461, 0.2033], [2.9694, 2.5869, -2.8299], [1.4460, 3.5562, -2.2340], [1.0788, 4.6731, -2.9631], [0.0556, 5.4404, -2.4597], [-0.4354, 5.1336, -1.2037], [0.0294, 4.0068, -0.5557], [0.8774, 3.1515, -1.1236], [-0.2596, 3.7960, 0.9405], [-0.9837, 4.6031, 1.5044], [0.3565, 2.8150, 1.4285], [1.5921, 4.9300, -3.8785], [-0.3049, 6.2980, -3.0158], [-1.1528, 5.7516, -0.6802], [3.2627, 1.4754, 0.2437], [3.7930, 0.2922, -0.3642], [2.7066, -0.6566, -0.7810], [2.9138, -2.0274, -0.7922], [1.8784, -2.8497, -1.1897], [0.6923, -2.2669, -1.5739], [0.5918, -0.8843, -1.5243], [1.5712, -0.0956, -1.1157], [3.4450, 2.2151, -0.3432], [4.4506, -0.1912, 0.3508], [4.3823, 0.5676, -1.2382], [3.8766, -2.4356, -0.5028], [1.9983, -3.9274, -1.1960], [-0.1565, -2.8627, -1.8867], [-0.3144, -0.3790, -1.8143], [1.0100, 1.3743, -5.8937], [0.5435, 0.5252, -4.1878], [-0.9794, -0.5089, -4.8605], [1.9438, -0.8975, -4.1922], [1.9270, -1.8294, -5.3711], [1.1729, -3.0052, -5.3367], [1.0761, -3.8303, -6.4508], [1.7414, -3.4992, -7.6256], [2.5130, -2.3439, -7.6685], [2.6089, -1.5229, -6.5502], [0.8285, 0.7030, -6.7337], [2.0616, 1.6619, -5.8867], [0.4110, 2.2755, -6.0179], [-0.7292, -1.0523, -5.7727], [-1.7996, 0.1784, -5.0632], [-1.3098, -1.2206, -4.1028], [1.8045, -1.4502, -3.2623], [2.8872, -0.3540, -4.1351], [0.6557, -3.2718, -4.4201], [0.4728, -4.7301, -6.4030], [1.6655, -4.1384, -8.4973], [3.0365, -2.0752, -8.5792], [3.2290, -0.6326, -6.5898], [0.0674, 0.0764, 1.0446], [-0.7319, -0.0307, 2.3692], [-2.3829, 0.3377, 2.2949], [-3.1889, -0.6323, 1.5118], [-4.6727, -0.3590, 1.7244], [-5.0223, 1.0593, 1.2706], [-4.1093, 2.0668, 1.9711], [-2.6446, 1.7021, 1.7769], [-0.7228, -1.6319, 2.8786], [-1.2402, -1.9707, 4.2094], [-1.8728, -3.3611, 4.1816], [-0.8662, -4.3896, 3.6621], [-0.3332, -3.9695, 2.2925], [0.2698, -2.5714, 2.3718], [-0.2265, 0.8107, 3.7324], [-0.9281, 1.9164, 4.3817], [-0.6059, 1.9053, 5.8734], [0.9024, 1.9932, 6.1067], [1.6286, 0.8814, 5.3421], [1.2385, 0.9303, 3.8681], [-2.9347, -1.6376, 1.8326], [-2.9482, -0.5451, 0.4410], [-4.8944, -0.4679, 2.7918], [-5.2617, -1.0985, 1.1746], [-6.0709, 1.2823, 1.4869], [-4.8791, 1.1361, 0.1859], [-4.3262, 2.0684, 3.0443], [-4.2750, 3.0763, 1.5868], [-2.0171, 2.4242, 2.2888], [-2.3826, 1.7513, 0.7105], [-1.9717, -1.2176, 4.4966], [-0.4292, -1.9572, 4.9536], [-2.7499, -3.3412, 3.5260], [-2.2071, -3.6314, 5.1859], [-1.3248, -5.3806, 3.6095], [-0.0253, -4.4496, 4.3648], [-1.1518, -3.9593, 1.5626], [0.4245, -4.6797, 1.9453], [0.5920, -2.2118, 1.3991], [1.1509, -2.6046, 3.0379], [-1.9998, 1.7874, 4.2427], [-0.6280, 2.8731, 3.9358], [-0.9844, 0.9709, 6.3028], [-1.1169, 2.7382, 6.3663], [1.1214, 1.9286, 7.1751], [1.2660, 2.9646, 5.7494], [1.3544, -0.0952, 5.7556], [2.7137, 0.9970, 5.4377], [1.7114, 0.1249, 3.3122], [1.5782, 1.8731, 3.4302]]
}